Formula: C47H47Cl6N9
Source: OMol25
Level of theory: the ωB97M-V functional and the def2-TZVPD basis

XYZ file:
```
109
C47H47Cl6N9 (the ωB97M-V functional and the def2-TZVPD basis)
Cl 3.20041 4.59174 4.77431
H -1.33378 -0.64678 -3.97840
C -6.17896 -0.14730 0.25789
H 3.60840 -5.78568 2.46691
C -3.40182 -1.44767 6.24413
H -4.16696 -3.21432 -5.56685
N 1.76714 -3.54081 -2.40746
C 2.68789 -5.30869 2.76948
H 1.63867 -6.44858 1.30342
C -3.62495 3.86886 -2.44771
H 0.17327 -3.51635 -1.03744
H 1.59991 7.29374 -0.23572
H -0.85919 0.79908 -0.33761
C 0.26260 -5.14044 2.33838
H -4.28140 -1.18223 2.55311
C 3.03437 -3.18925 -2.59599
C 5.77609 0.36472 2.74693
C -5.31539 -0.82430 -1.93879
Cl 0.45138 0.08040 1.34533
H 0.46142 -2.15663 -4.27857
H 5.81369 -0.79286 -0.35838
C -0.49188 -2.46373 -4.68270
C 3.88080 -2.86798 -1.52297
C -5.61748 0.16693 -0.93200
H 0.48565 6.08365 -1.95199
H 3.88452 0.75566 -0.52187
C 1.83968 3.72866 5.51603
H -4.81741 4.87392 0.54427
H 1.87577 6.17203 2.13619
H -5.46330 -2.94314 -2.36996
H -6.34217 0.69431 0.91474
H 2.32126 3.54367 -2.61764
C 4.64125 1.37390 -4.59484
H -3.10888 -1.56064 7.27750
H -0.73553 -3.62348 3.54883
C 0.67559 5.53731 -1.03995
C -3.47655 3.17163 0.27038
N -2.81699 2.39693 -0.68763
C 0.16143 -4.19740 3.36866
C 3.94856 1.36346 1.54519
C -0.80293 -3.67799 -5.31170
N 1.00657 4.44209 1.52308
C 5.51517 -0.22655 0.51143
H 3.35584 -3.95761 4.15557
N 1.24043 -3.74349 3.99895
H 3.41921 -3.29696 -3.59934
H 1.67817 -3.00460 1.01070
C 5.04458 1.74586 -3.29467
C -4.05119 -1.29198 3.60256
H 3.11747 2.05291 1.52661
H 5.29983 0.79905 -5.22905
Cl 0.84893 4.89592 6.57205
C 0.38230 3.76144 0.54246
H -0.60622 -5.34523 1.73043
C 1.36269 6.25587 -0.05420
C 3.39479 -2.75104 -0.21659
H 3.18335 1.38607 -6.08381
C -2.14131 -3.98323 -5.67879
C -2.78726 -0.93742 4.07356
C -5.58056 -2.15297 -1.64313
H 6.36747 0.14517 3.62355
C -4.64367 -1.88395 5.80156
C -1.55134 -1.61318 -4.40869
H -5.61203 1.21644 -1.18677
C 1.24167 -3.40258 -1.14690
H -1.95517 -0.68055 3.43477
N -6.40356 -1.41531 0.60811
H -0.17157 2.88039 0.83123
H 0.01944 -4.29834 -5.63616
H -2.30483 2.22634 -2.76487
H -6.22411 -3.40093 0.07456
C -6.09605 -2.40877 -0.33238
N 6.24291 -0.28059 1.67360
H -4.82219 5.53813 -1.78005
H 3.98985 -2.35008 0.59059
H 4.84924 -2.43012 -1.71483
C 1.52237 -5.73002 2.10126
C -2.51151 -1.03591 5.36295
N -2.82188 -1.90001 -4.69033
C 4.39615 0.59053 0.41480
C 2.03602 -3.05135 -0.00723
Cl 1.05487 0.00058 -1.38484
H -4.81923 -0.49370 -2.83930
C 3.02036 2.88641 -3.11330
H -1.58843 -0.64285 5.76272
C 0.19016 4.23994 -0.77414
C 3.43046 1.74069 -5.09407
Cl 2.42662 2.31921 6.48558
C 4.72734 1.29214 2.67715
H 4.52903 1.83609 3.58885
N -5.01693 -1.68353 4.49086
H -0.44801 3.74734 -1.49283
C 2.43097 -4.25213 3.68199
C -3.12670 -3.08895 -5.30508
C -4.31357 4.62385 -1.51209
C -0.26188 -0.10392 -0.21144
H -2.42366 -4.92093 -6.13420
C -4.26479 4.25180 -0.14420
H -3.52798 4.22847 -3.46146
Cl -1.24263 -1.52799 -0.40316
N 2.59993 2.63296 -4.42466
H 6.04928 1.51357 -2.97371
H -3.35842 3.09382 1.34107
H 4.51855 2.95759 -1.58896
C 1.49831 5.66725 1.25920
C 4.22885 2.48992 -2.51836
C -2.90618 2.69211 -1.99817
H -5.18930 -2.41042 6.57067
H 1.19878 3.36296 4.71378
```

Kohn-Sham gap ... 9.7 eV
E_LUMO ... 0.37 eV
SMILES string ... ClC(Cl)Cl.ClC(Cl)Cl.c1ccncc1.c1ccncc1.c1ccncc1.c1ccncc1.c1ccncc1.c1ccncc1.c1ccncc1.c1ccncc1.c1ccncc1